The following is a DFT calculation (ωB97M-V with the def2-TZVPD basis set) of a structure of composition C6H9InO6 at a distorted geometry.

Results
Highest occupied orbital energy (eV): -9.0
HOMO-LUMO gap (eV): 3.71
Energy above the lowest of the compared OMol25 structures with the same formula, charge and spin (kcal per mole): 59.6

Positions of all 22 atoms, in Å:
In (0.069, 0.108, -1.802)
C (3.224, 3.745, -1.381)
C (2.280, 2.591, -1.585)
O (1.185, 2.509, -0.963)
O (2.515, 1.722, -2.469)
H (2.653, 4.384, -0.705)
H (3.269, 4.301, -2.316)
H (4.212, 3.552, -0.974)
C (-3.912, -2.426, -0.703)
C (-2.592, -1.713, -1.147)
O (-2.711, -0.549, -1.575)
O (-1.489, -2.308, -1.119)
H (-4.141, -3.422, -1.067)
H (-4.786, -1.798, -0.866)
H (-3.727, -2.372, 0.372)
C (0.696, -1.031, 3.267)
C (0.433, -1.335, 1.764)
O (0.552, -2.539, 1.474)
O (0.092, -0.439, 0.950)
H (0.710, -2.003, 3.753)
H (-0.163, -0.458, 3.613)
H (1.633, -0.521, 3.480)